[1]
Molecular formula: C52H54BF4N3O4P2SSb2Sn
Method: DFT, wB97M-V/def2-TZVPD

HOMO (spin up / spin down) ... -12.6329 / -12.6330 eV
Total energy ... -127314.7712 eV
Charge ... +2
LUMO energy (spin up / spin down) ... -7.3 / -7.3 eV
Energy above the lowest of the compared OMol25 structures with the same formula, charge and spin ... 314.6 kJ/mol

Each line ends with the Löwdin charge.
Atoms and positions in Å:
Sn  -0.09  0.08  0.73  1.293
C  -1.66  2.44  4.43  -0.250
Sb  -1.01  3.00  2.44  1.513
C  0.29  4.56  3.18  -0.287
C  -3.13  4.36  2.37  -0.138
C  -2.97  5.24  1.32  -0.250
C  -2.30  6.48  1.54  -0.042
C  -2.07  7.36  0.53  -0.013
C  -2.46  7.06  -0.80  -0.045
C  -3.10  5.90  -1.07  -0.029
C  -3.45  4.96  -0.04  -0.226
C  -4.27  3.92  -0.33  0.142
Sb  -2.06  1.88  -2.04  1.459
C  -2.02  3.33  -3.67  -0.307
C  -3.98  1.23  -2.78  -0.280
H  -2.27  3.24  4.85  0.019
H  -0.77  2.30  5.04  0.012
H  -2.23  1.52  4.40  0.028
H  -0.06  4.93  4.14  0.018
H  0.34  5.38  2.46  -0.005
H  1.28  4.13  3.29  0.001
H  -3.01  4.76  3.36  0.071
H  -3.80  3.52  2.29  0.069
H  -2.01  6.72  2.55  0.122
H  -1.59  8.30  0.73  0.123
H  -2.25  7.77  -1.58  0.117
H  -3.43  5.67  -2.08  0.111
H  -4.67  3.82  -1.32  0.074
H  -4.62  3.22  0.40  0.088
H  -3.00  3.79  -3.73  -0.004
H  -1.82  2.82  -4.60  0.000
H  -1.27  4.10  -3.50  -0.001
H  -4.63  2.10  -2.84  0.003
H  -4.46  0.50  -2.15  0.000
H  -3.85  0.82  -3.78  0.022
C  2.59  -3.00  -1.28  -0.369
C  2.58  -3.29  0.21  -0.338
P  1.83  -1.94  1.27  0.944
C  1.82  -2.79  2.88  -0.374
C  0.57  -3.11  3.41  -0.103
C  0.48  -3.76  4.62  -0.072
C  1.63  -4.10  5.30  -0.052
C  2.88  -3.81  4.77  -0.052
C  2.98  -3.17  3.55  -0.090
C  3.16  -0.70  1.37  -0.380
C  3.68  -0.24  2.57  -0.096
C  4.66  0.73  2.58  -0.050
C  5.13  1.26  1.39  -0.055
C  4.59  0.84  0.18  -0.065
C  3.60  -0.12  0.18  -0.113
P  1.08  -2.02  -1.78  1.028
C  -0.09  -3.41  -1.99  -0.364
C  -0.35  -4.08  -3.18  -0.100
C  -1.20  -5.17  -3.18  -0.074
C  -1.81  -5.59  -2.00  -0.055
C  -1.58  -4.90  -0.82  -0.051
C  -0.73  -3.81  -0.82  -0.111
C  1.55  -1.55  -3.49  -0.287
C  1.31  -0.25  -3.94  -0.232
C  1.74  0.14  -5.22  -0.198
C  2.36  -0.79  -6.07  -0.062
C  2.54  -2.09  -5.64  -0.030
C  2.19  -2.45  -4.35  -0.045
H  2.61  -3.95  -1.83  0.090
H  3.48  -2.43  -1.56  0.082
H  3.59  -3.51  0.58  0.102
H  1.95  -4.17  0.42  0.090
H  -0.32  -2.81  2.86  0.100
H  -0.49  -3.99  5.05  0.110
H  1.56  -4.60  6.26  0.117
H  3.77  -4.09  5.30  0.114
H  3.95  -2.95  3.13  0.112
H  3.31  -0.64  3.51  0.097
H  5.07  1.07  3.52  0.115
H  5.92  2.00  1.39  0.113
H  4.96  1.25  -0.75  0.110
H  3.16  -0.43  -0.77  0.068
H  0.10  -3.76  -4.10  0.091
H  -1.39  -5.70  -4.10  0.116
H  -2.46  -6.45  -2.01  0.115
H  -2.06  -5.21  0.09  0.116
H  -0.56  -3.24  0.10  0.070
H  0.74  0.41  -2.03  0.037
H  1.75  1.18  -5.50  0.107
H  2.68  -0.49  -7.05  0.127
H  2.99  -2.82  -6.29  0.124
H  2.42  -3.44  -4.00  0.113
F  -2.17  -1.22  0.78  -0.014
B  -3.31  -0.35  0.94  -1.376
F  -2.72  0.98  0.90  -0.135
F  -4.07  -0.46  -0.17  0.174
F  -3.91  -0.53  2.10  0.240
N  0.68  2.09  -3.18  0.060
C  0.47  0.67  -3.09  -0.506
N  -0.95  0.43  -3.16  -0.148
C  -1.52  -0.65  -3.71  -0.330
C  -2.49  -1.37  -2.98  -0.043
C  -3.10  -2.47  -3.53  -0.007
C  -2.79  -2.90  -4.83  -0.056
C  -1.86  -2.24  -5.57  -0.096
C  -1.25  -1.07  -5.06  -0.539
S  -0.49  0.00  -6.13  1.076
H  1.65  2.32  -3.00  0.107
H  0.45  2.43  -4.11  0.071
H  -2.69  -1.08  -1.97  0.094
H  -3.80  -3.03  -2.93  0.133
H  -3.30  -3.76  -5.24  0.122
H  -1.60  -2.55  -6.57  0.116
O  1.08  1.46  2.75  -0.204
C  0.52  0.58  3.47  -0.736
O  -0.37  -0.16  3.00  -0.171
C  0.90  0.39  4.89  -0.150
C  1.92  1.14  5.47  -0.001
C  2.24  0.96  6.80  -0.026
C  1.56  0.02  7.56  0.038
C  0.54  -0.72  6.97  -0.115
C  0.20  -0.55  5.64  0.074
N  -0.17  -1.73  7.75  -0.350
O  -0.84  -2.51  7.12  0.085
O  -0.01  -1.71  8.94  0.118
H  2.44  1.87  4.87  0.120
H  3.03  1.54  7.25  0.118
H  1.79  -0.14  8.60  0.130
H  -0.60  -1.12  5.20  0.131



[2]
Molecular formula: C52H54ClN10OP
Method: DFT, wB97M-V/def2-TZVPD

HOMO ... -9.1526 eV
Total energy ... -93557.4883 eV
Charge ... 0
LUMO energy ... 0.5 eV
Energy above the lowest of the compared OMol25 structures with the same formula, charge and spin ... 0.0 kJ/mol
SMILES ... O=C(Cl)CP.c1ccncc1.c1ccncc1.c1ccncc1.c1ccncc1.c1ccncc1.c1ccncc1.c1ccncc1.c1ccncc1.c1ccncc1.c1ccncc1

Each line ends with the Löwdin charge.
Atoms and positions in Å:
O  0.30  -2.22  0.83  0.012
C  -0.52  -1.56  0.26  -0.846
Cl  -1.50  -0.36  1.19  0.637
C  -0.81  -1.53  -1.21  -0.467
P  0.41  -0.39  -2.05  0.836
H  -1.82  -1.16  -1.41  0.041
H  -0.70  -2.55  -1.61  0.088
H  0.80  0.41  -0.95  -0.120
H  1.51  -1.27  -2.06  -0.099
N  1.79  -0.60  6.50  0.049
C  1.78  0.34  5.55  -0.139
C  1.41  0.09  4.24  -0.056
C  1.04  -1.20  3.88  -0.079
C  1.05  -2.18  4.86  -0.073
C  1.43  -1.83  6.14  -0.153
H  2.08  1.34  5.86  0.070
H  1.42  0.89  3.51  0.089
H  0.75  -1.42  2.87  0.055
H  0.78  -3.20  4.63  0.097
H  1.45  -2.58  6.93  0.100
N  2.87  -2.30  11.82  0.045
C  2.27  -2.03  10.66  -0.159
C  2.53  -0.90  9.90  -0.069
C  3.46  0.00  10.37  -0.079
C  4.10  -0.26  11.57  -0.082
C  3.77  -1.42  12.25  -0.168
H  1.54  -2.77  10.33  0.099
H  2.02  -0.74  8.96  0.069
H  3.69  0.90  9.80  0.103
H  4.84  0.42  11.98  0.096
H  4.25  -1.65  13.20  0.098
N  1.55  2.85  -0.40  0.046
C  1.08  3.23  0.79  -0.155
C  0.83  4.55  1.13  -0.074
C  1.06  5.53  0.18  -0.082
C  1.55  5.15  -1.06  -0.069
C  1.78  3.81  -1.30  -0.142
H  0.90  2.43  1.50  0.087
H  0.45  4.79  2.11  0.099
H  0.87  6.57  0.40  0.103
H  1.75  5.88  -1.84  0.100
H  2.16  3.48  -2.26  0.078
N  -2.24  -0.23  -4.57  0.048
C  -2.13  0.77  -5.44  -0.158
C  -2.39  0.64  -6.80  -0.073
C  -2.80  -0.60  -7.27  -0.082
C  -2.93  -1.65  -6.37  -0.078
C  -2.63  -1.41  -5.04  -0.163
H  -1.80  1.72  -5.04  0.104
H  -2.28  1.48  -7.46  0.101
H  -3.02  -0.74  -8.32  0.106
H  -3.25  -2.63  -6.70  0.100
H  -2.72  -2.20  -4.31  0.099
N  -5.19  -1.74  -1.11  0.058
C  -4.86  -0.83  -0.20  -0.159
C  -5.73  -0.36  0.77  -0.064
C  -7.02  -0.86  0.80  -0.077
C  -7.38  -1.82  -0.14  -0.084
C  -6.43  -2.22  -1.07  -0.179
H  -3.83  -0.47  -0.22  0.047
H  -5.40  0.38  1.49  0.104
H  -7.73  -0.52  1.54  0.106
H  -8.38  -2.24  -0.15  0.102
H  -6.68  -2.96  -1.82  0.105
N  2.84  3.54  6.30  0.047
C  4.08  4.02  6.41  -0.145
C  4.36  5.32  6.82  -0.072
C  3.29  6.16  7.11  -0.081
C  2.00  5.67  6.99  -0.074
C  1.83  4.35  6.58  -0.151
H  4.88  3.33  6.17  0.107
H  5.38  5.66  6.90  0.101
H  3.47  7.18  7.43  0.105
H  1.14  6.29  7.21  0.101
H  0.84  3.93  6.48  0.105
N  3.02  3.08  -4.65  0.047
C  2.99  3.91  -5.70  -0.155
C  2.65  3.51  -6.98  -0.074
C  2.33  2.17  -7.20  -0.073
C  2.37  1.30  -6.12  -0.066
C  2.71  1.80  -4.88  -0.156
H  3.25  4.94  -5.49  0.102
H  2.64  4.22  -7.79  0.099
H  2.07  1.81  -8.19  0.103
H  2.14  0.25  -6.24  0.080
H  2.75  1.15  -4.01  0.091
N  4.38  -3.44  2.63  0.063
C  5.39  -4.19  3.07  -0.157
C  5.24  -5.46  3.59  -0.079
C  3.96  -6.00  3.66  -0.085
C  2.90  -5.23  3.21  -0.076
C  3.16  -3.97  2.70  -0.155
H  6.38  -3.74  3.00  0.101
H  6.10  -6.02  3.93  0.098
H  3.80  -6.99  4.07  0.103
H  1.88  -5.60  3.25  0.100
H  2.35  -3.34  2.33  0.084
N  -8.62  0.86  -5.78  0.051
C  -9.81  1.07  -5.22  -0.160
C  -10.12  0.73  -3.91  -0.077
C  -9.14  0.14  -3.13  -0.080
C  -7.89  -0.09  -3.70  -0.067
C  -7.69  0.29  -5.02  -0.151
H  -10.55  1.54  -5.86  0.101
H  -11.10  0.94  -3.51  0.099
H  -9.33  -0.14  -2.11  0.097
H  -7.09  -0.55  -3.13  0.081
H  -6.72  0.12  -5.49  0.101
N  1.77  -1.44  -8.99  0.056
C  1.46  -2.10  -7.87  -0.165
C  1.83  -3.41  -7.62  -0.069
C  2.55  -4.09  -8.59  -0.079
C  2.87  -3.42  -9.76  -0.074
C  2.46  -2.11  -9.91  -0.155
H  0.89  -1.54  -7.13  0.091
H  1.55  -3.89  -6.69  0.102
H  2.85  -5.12  -8.44  0.105
H  3.43  -3.91  -10.55  0.101
H  2.70  -1.55  -10.81  0.102



> Which value of energy above the lowest of the compared OMol25 structures with the same formula, charge and spin does entry 2 give?

0.0 kJ/mol



> Which of these has the lowest energy above the lowest of the compared OMol25 structures with the same formula, charge and spin?

C52H54ClN10OP



> What is the total energy in the second record?

-93557.4883 eV



> Which of these has the lowest total energy?

C52H54BF4N3O4P2SSb2Sn